The following is a quantum chemistry calculation of a structure of composition C43H44InN10OPSSe, from the Open Molecules 2025 dataset.

Summary:
HOMO, eV: -12.10
2S+1: 1
Largest force on an atom, eV/A: 1.0
Net charge: +2
M, g mol⁻¹: 973.713
Energy relative to the best compared isomer or geometry (same formula, charge and spin), kcal/mol: 19.9
LUMO level, eV: -5.406

The geometry in XYZ format:
```
102
C43H44InN10OPSSe | the Open Molecules 2025 dataset | wB97M-V/def2-TZVPD
In -0.13 0.88 0.59
N -3.62 1.12 3.48
C -2.70 1.29 2.51
S -1.04 1.36 2.98
N -3.18 1.39 1.29
N -2.31 1.46 0.28
C -2.70 1.89 -0.87
C -4.09 2.36 -1.11
C -4.32 3.70 -1.39
C -5.61 4.16 -1.58
C -6.68 3.28 -1.52
C -6.45 1.93 -1.26
C -5.17 1.47 -1.04
C -1.69 2.09 -1.92
C -2.07 2.34 -3.23
C -1.11 2.69 -4.16
C 0.21 2.80 -3.74
C 0.51 2.48 -2.43
N -0.40 2.10 -1.54
H -3.35 1.22 4.44
H -4.59 1.23 3.23
H -3.48 4.39 -1.43
H -5.78 5.21 -1.78
H -7.69 3.64 -1.68
H -7.29 1.24 -1.22
H -4.99 0.43 -0.82
H -3.12 2.27 -3.50
H -1.39 2.90 -5.18
H 0.99 3.12 -4.41
H 1.53 2.55 -2.08
C 1.30 5.32 1.44
C 1.62 3.88 1.17
O 0.73 3.05 0.97
N 2.92 3.54 1.17
C 3.34 2.16 1.14
C 3.35 1.52 -0.22
C 4.48 1.64 -1.03
C 4.51 0.98 -2.24
C 3.43 0.20 -2.60
C 2.34 0.14 -1.74
N 2.29 0.79 -0.58
H 0.25 5.50 1.24
H 1.92 5.98 0.82
H 1.50 5.54 2.49
H 3.60 4.26 1.34
H 2.63 1.60 1.75
H 4.33 2.09 1.59
H 5.32 2.23 -0.70
H 5.37 1.07 -2.89
H 3.42 -0.34 -3.53
H 1.47 -0.44 -1.99
N 0.23 -1.94 2.85
P 1.33 -0.92 2.05
C 2.22 -2.00 0.90
C 1.52 -2.99 0.21
C 2.16 -3.76 -0.74
C 3.51 -3.55 -1.01
C 4.21 -2.55 -0.35
C 3.56 -1.77 0.60
C 2.46 -0.59 3.43
C 2.37 0.62 4.11
C 3.23 0.89 5.17
C 4.16 -0.06 5.55
C 4.23 -1.28 4.90
C 3.38 -1.55 3.83
C -1.15 -2.03 2.64
C -1.91 -2.71 3.59
C -3.26 -2.85 3.39
C -3.83 -2.29 2.25
C -3.00 -1.62 1.38
N -1.68 -1.48 1.55
H 0.51 -2.25 3.77
H 0.47 -3.14 0.43
H 1.62 -4.55 -1.25
H 4.02 -4.18 -1.74
H 5.25 -2.38 -0.57
H 4.11 -1.00 1.12
H 1.62 1.35 3.83
H 3.17 1.83 5.69
H 4.83 0.14 6.38
H 4.95 -2.03 5.21
H 3.44 -2.51 3.32
H -1.43 -3.12 4.47
H -3.87 -3.38 4.11
H -4.89 -2.36 2.06
H -3.40 -1.19 0.47
C -2.93 -3.87 -2.05
N -1.74 -3.86 -2.89
C -1.28 -4.93 -3.63
C -0.11 -4.55 -4.17
N 0.14 -3.26 -3.75
C 1.34 -2.50 -4.05
C -0.87 -2.84 -2.96
Se -1.08 -1.16 -2.20
H -3.53 -4.75 -2.30
H -3.52 -2.97 -2.23
H -2.65 -3.92 -1.00
H -1.83 -5.85 -3.72
H 0.56 -5.09 -4.82
H 1.94 -3.07 -4.75
H 1.90 -2.35 -3.13
H 1.07 -1.54 -4.48
```

=====

The following is a quantum chemistry calculation of a cluster of 2 separate species, H2O3S2 in total, from the Open Molecules 2025 dataset.

Summary:
HOMO, eV: -9.16
2S+1: 1
Largest force on an atom, eV/A: 2.7
M, g mol⁻¹: 114.147
Energy relative to the best compared isomer or geometry (same formula, charge and spin), kcal/mol: 7.6
LUMO level, eV: -1.110

The geometry in XYZ format:
```
7
H2O3S2 | the Open Molecules 2025 dataset | wB97M-V/def2-TZVPD
O 3.30 0.70 -0.50
O 0.27 0.56 -0.46
O 2.04 -0.53 1.13
S 2.90 -0.56 -0.02
S -0.35 -1.04 -0.31
H -1.06 -1.04 -1.45
H 0.59 0.85 0.37
```

=====

The following is a quantum chemistry calculation of an isolated molecule of C5H12N2, from the Open Molecules 2025 dataset.

Summary:
HOMO, eV: -8.50
2S+1: 1
Largest force on an atom, eV/A: 1.3
M, g mol⁻¹: 100.165
SMILES string: C=C(CCN)NC
Energy relative to the best compared isomer or geometry (same formula, charge and spin), kcal/mol: 44.0
LUMO level, eV: 1.056

The geometry in XYZ format:
```
19
C5H12N2 | the Open Molecules 2025 dataset | wB97M-V/def2-TZVPD
C -1.07 0.89 -1.14
C 0.34 1.07 -0.48
C 0.49 0.12 0.68
C 0.21 0.51 1.91
C 1.65 -1.62 -0.66
N 0.69 -1.25 0.35
N -2.17 0.36 -0.35
H -0.93 0.28 -2.03
H -1.38 1.88 -1.47
H 0.62 2.09 -0.22
H 1.06 0.88 -1.27
H 0.26 1.54 2.24
H -0.17 -0.17 2.66
H 1.42 -1.18 -1.64
H 2.65 -1.36 -0.32
H 1.62 -2.69 -0.85
H -0.20 -1.72 0.27
H -1.91 -0.14 0.50
H -2.72 1.14 -0.01
```

=====

The following is a quantum chemistry calculation of a structure of composition C46H33BrN5O8PSW, from the Open Molecules 2025 dataset.

Summary:
HOMO (spin up / spin down), eV: -5.78 / -8.17
2S+1: 3
Largest force on an atom, eV/A: 2.6
M, g mol⁻¹: 1110.582
Energy relative to the best compared isomer or geometry (same formula, charge and spin), kcal/mol: 11.9
LUMO level (spin up / spin down), eV: -1.083 / -1.436

The geometry in XYZ format:
```
96
C46H33BrN5O8PSW | the Open Molecules 2025 dataset | wB97M-V/def2-TZVPD
W 0.91 1.06 0.46
N 1.19 -1.40 4.42
C 0.95 -0.65 3.32
S 2.32 -0.19 2.36
N -0.27 -0.29 3.09
N -0.48 0.54 2.03
C -1.73 0.99 1.99
C -2.79 0.53 2.90
C -3.01 -0.83 3.15
C -4.06 -1.23 3.96
C -4.90 -0.29 4.55
C -4.67 1.06 4.32
C -3.63 1.46 3.51
C -1.96 2.00 1.01
C -3.24 2.38 0.57
C -3.38 3.38 -0.36
C -2.23 4.03 -0.81
C -1.01 3.58 -0.37
N -0.84 2.56 0.48
H 2.08 -1.85 4.49
H 0.40 -1.80 4.90
H -2.36 -1.56 2.70
H -4.22 -2.28 4.14
H -5.72 -0.61 5.17
H -5.32 1.80 4.78
H -3.44 2.52 3.37
H -4.09 1.86 0.97
H -4.35 3.67 -0.73
H -2.29 4.85 -1.51
H -0.11 4.07 -0.71
O 4.65 0.75 0.36
C 3.80 0.04 -0.10
O 2.58 0.45 -0.42
C 3.99 -1.41 -0.42
C 5.25 -1.87 -0.80
C 5.41 -3.18 -1.19
C 4.32 -4.04 -1.20
C 3.07 -3.59 -0.80
C 2.89 -2.26 -0.41
P 1.16 -1.73 0.04
C 0.47 -2.33 -1.57
C -0.44 -3.36 -1.72
C -0.94 -3.67 -2.98
C -0.52 -2.95 -4.09
C 0.41 -1.92 -3.95
C 0.90 -1.61 -2.69
C 0.73 -3.02 1.28
C -0.61 -3.27 1.59
C -0.94 -4.16 2.61
C 0.06 -4.80 3.33
C 1.39 -4.54 3.04
C 1.72 -3.65 2.03
H 6.07 -1.17 -0.78
H 6.39 -3.54 -1.50
H 4.44 -5.07 -1.52
H 2.23 -4.27 -0.80
H -0.76 -3.94 -0.86
H -1.66 -4.47 -3.10
H -0.92 -3.18 -5.07
H 0.74 -1.36 -4.81
H 1.61 -0.80 -2.57
H -1.39 -2.77 1.04
H -1.98 -4.35 2.84
H -0.20 -5.50 4.12
H 2.18 -5.03 3.60
H 2.76 -3.44 1.83
O 1.71 2.40 1.50
C 2.24 3.60 1.31
C 2.46 4.16 0.05
C 3.05 5.43 -0.10
C 3.27 5.96 -1.35
C 2.93 5.25 -2.51
C 2.32 4.02 -2.39
C 2.04 3.46 -1.14
O 1.35 2.35 -1.06
N 3.84 7.29 -1.48
O 4.12 7.89 -0.46
O 4.01 7.74 -2.60
H 2.55 4.13 2.21
H 3.34 6.00 0.77
H 3.13 5.69 -3.47
H 2.00 3.47 -3.27
Br -0.90 1.83 -3.82
C -2.26 0.60 -3.34
C -3.24 0.43 -4.31
C -4.30 -0.44 -4.10
C -4.40 -1.14 -2.91
C -3.42 -0.98 -1.95
C -2.33 -0.12 -2.13
C -1.36 -0.16 -0.99
O -1.58 -0.92 -0.05
O -0.28 0.57 -1.01
H -3.16 0.99 -5.23
H -5.04 -0.56 -4.88
H -5.22 -1.82 -2.75
H -3.46 -1.52 -1.02
```

=====

The following is a quantum chemistry calculation of a structure of composition C6H24BaF2O6, from the Open Molecules 2025 dataset.

Summary:
HOMO, eV: -8.73
2S+1: 1
Largest force on an atom, eV/A: 1.2
M, g mol⁻¹: 367.576
Energy relative to the best compared isomer or geometry (same formula, charge and spin), kcal/mol: 0.0
LUMO level, eV: 0.005

The geometry in XYZ format:
```
39
C6H24BaF2O6 | the Open Molecules 2025 dataset | wB97M-V/def2-TZVPD
Ba 0.02 -0.18 0.20
F 1.69 1.60 0.98
F -2.50 -1.03 1.03
C -2.06 -1.21 -2.70
O -1.14 -1.86 -1.82
H -1.63 -1.13 -3.69
H -3.02 -1.71 -2.69
H -2.25 -0.20 -2.33
H -1.67 -2.46 -1.28
C -2.07 3.45 -0.29
O -0.99 2.55 -0.08
H -1.74 4.39 -0.73
H -2.74 2.96 -1.00
H -2.61 3.69 0.63
H -0.48 2.82 0.69
C 1.17 0.79 -3.56
O 0.20 0.95 -2.53
H 0.92 1.35 -4.46
H 2.15 1.12 -3.21
H 1.18 -0.27 -3.81
H 0.29 1.85 -2.20
C -0.42 -2.82 2.93
O 0.41 -2.47 1.82
H -1.46 -2.90 2.62
H -0.10 -3.76 3.38
H -0.39 -2.03 3.67
H 0.72 -3.28 1.41
C 0.10 0.94 3.80
O -0.74 0.42 2.77
H 0.86 0.19 4.07
H 0.64 1.81 3.43
H -0.45 1.10 4.73
H -1.65 0.36 3.07
C 3.51 -0.52 -0.73
O 2.31 -1.31 -0.85
H 4.01 -0.41 -1.69
H 3.20 0.42 -0.27
H 4.20 -1.03 -0.06
H 2.55 -2.16 -1.23
```

=====

The following is a quantum chemistry calculation of a structure of composition C38H56BrIN5O2SSi2Sr, from the Open Molecules 2025 dataset.

Summary:
HOMO, eV: -4.26
2S+1: 1
Largest force on an atom, eV/A: 2.4
Net charge: -1
M, g mol⁻¹: 997.566
Energy relative to the best compared isomer or geometry (same formula, charge and spin), kcal/mol: 9.6
LUMO level, eV: 1.869

The geometry in XYZ format:
```
107
C38H56BrIN5O2SSi2Sr | the Open Molecules 2025 dataset | wB97M-V/def2-TZVPD
Sr 10.82 10.35 13.47
N 13.05 11.07 15.27
C 13.78 10.29 16.25
C 13.98 10.79 17.57
C 14.94 10.19 18.40
C 15.57 9.07 18.00
C 15.19 8.43 16.81
C 14.24 8.96 15.91
C 14.01 8.24 14.62
C 15.08 7.49 14.16
C 15.02 6.81 12.93
C 13.86 6.87 12.19
C 12.73 7.56 12.76
C 12.79 8.30 13.90
H 12.90 12.05 15.52
H 13.51 11.05 14.35
H 13.52 11.71 17.92
H 15.22 10.67 19.32
H 16.41 8.72 18.63
H 15.76 7.51 16.60
H 16.02 7.54 14.68
H 15.82 6.10 12.65
H 13.68 6.31 11.27
H 11.81 7.55 12.20
N 9.36 8.42 14.71
N 8.68 9.00 15.80
C 8.61 10.44 15.66
O 8.46 11.09 16.69
O 8.80 10.99 14.50
H 8.63 8.18 14.00
H 9.89 7.61 14.98
H 9.14 8.86 16.68
C 9.78 14.49 9.82
Si 11.55 15.15 9.88
C 11.48 16.74 10.98
C 12.20 15.43 8.15
C 12.74 13.77 10.67
C 13.90 13.36 10.09
C 14.56 12.18 10.45
C 14.09 11.47 11.54
N 12.98 11.85 12.18
C 12.33 12.96 11.80
S 10.91 13.44 12.66
H 9.35 14.77 8.81
H 9.12 14.89 10.58
H 9.82 13.37 9.88
H 11.20 17.63 10.41
H 12.47 16.88 11.47
H 10.74 16.64 11.74
H 11.79 16.34 7.70
H 11.99 14.49 7.57
H 13.30 15.44 8.15
H 14.36 13.98 9.34
H 15.41 11.91 9.84
H 14.53 10.52 11.86
C 9.27 17.38 19.56
C 9.86 16.52 18.44
C 11.37 16.37 18.63
C 9.72 17.18 17.08
Si 8.88 14.78 18.34
Br 10.17 13.62 16.90
C 7.08 14.74 17.53
C 6.28 16.00 18.01
C 6.33 13.55 18.12
C 7.10 14.65 16.00
C 8.95 13.71 19.95
C 10.41 13.67 20.49
C 8.64 12.23 19.78
C 8.08 14.28 21.10
H 9.81 18.33 19.58
H 9.36 16.95 20.55
H 8.22 17.54 19.34
H 11.81 17.35 18.59
H 11.80 15.83 17.78
H 11.69 15.91 19.54
H 9.95 18.22 17.21
H 8.73 17.01 16.60
H 10.40 16.68 16.39
H 6.45 16.09 19.12
H 5.21 15.98 17.71
H 6.67 16.91 17.58
H 6.32 13.55 19.22
H 6.62 12.54 17.81
H 5.30 13.62 17.83
H 7.62 15.49 15.56
H 6.06 14.65 15.73
H 7.50 13.70 15.69
H 11.15 13.27 19.78
H 10.37 13.01 21.39
H 10.69 14.66 20.78
H 8.91 11.82 18.83
H 7.57 12.12 19.80
H 9.12 11.67 20.59
H 8.59 15.16 21.55
H 7.83 13.51 21.83
H 7.15 14.67 20.68
I 11.54 9.35 9.74
C 9.53 9.06 10.28
C 8.62 8.46 9.32
C 7.31 8.33 9.69
C 6.90 8.80 10.96
C 7.79 9.36 11.82
N 9.17 9.43 11.50
H 8.98 8.15 8.32
H 6.57 7.84 9.01
H 5.82 8.92 11.20
H 7.45 9.81 12.75
```